Formula: C32H87N3O20
Source: OMol25
Level of theory: wB97M-V/def2-TZVPD

Summary:
maximum force = 2.5 eV/A
SMILES = COCCNCCOC.COCCNCCOC.COCCNCCOC.OCCO.OCCO.OCCO.OCCO.OCCO.OCCO.OCCO
energy above the lowest of the compared OMol25 structures with the same formula, charge and spin = 0.688 eV

Cartesian coordinates (Å):
C: -2.951 -4.452 -1.146
C: -3.217 -3.125 -1.786
O: -4.620 -2.906 -1.928
O: -3.244 -5.581 -1.933
H: -3.444 -4.527 -0.164
H: -1.906 -4.503 -0.821
H: -2.824 -3.189 -2.810
H: -2.731 -2.318 -1.236
H: -4.861 -1.981 -1.858
H: -4.195 -5.717 -1.952
C: -1.160 0.331 -0.028
C: -0.299 -0.568 0.800
O: 1.087 -0.317 0.600
O: -1.179 1.677 0.377
H: -2.208 -0.004 0.050
H: -1.027 0.077 -1.091
H: -0.546 -1.607 0.529
H: -0.521 -0.535 1.870
H: 1.195 -0.039 -0.322
H: -0.261 1.832 0.638
C: 2.430 -3.734 -1.378
C: 3.329 -2.847 -0.554
O: 3.851 -3.643 0.498
O: 2.443 -3.387 -2.762
H: 1.411 -3.724 -0.977
H: 2.748 -4.769 -1.216
H: 2.738 -2.017 -0.145
H: 4.165 -2.424 -1.124
H: 4.487 -3.079 0.981
H: 2.638 -4.150 -3.309
C: -4.057 3.978 1.128
C: -5.434 3.773 1.751
O: -6.420 4.685 1.253
O: -3.538 5.256 1.489
H: -4.135 3.867 0.040
H: -3.447 3.149 1.499
H: -5.294 3.996 2.816
H: -5.728 2.738 1.592
H: -5.913 5.403 0.863
H: -3.243 5.672 0.676
C: 0.647 -0.631 -3.836
C: -0.315 -1.519 -4.579
O: -0.165 -1.552 -5.991
O: 0.812 -1.118 -2.521
H: 0.372 0.427 -3.909
H: 1.613 -0.556 -4.373
H: -1.342 -1.178 -4.358
H: -0.321 -2.549 -4.226
H: -0.144 -0.658 -6.343
H: 1.489 -1.807 -2.601
C: 2.997 2.763 -3.815
C: 3.186 2.121 -2.463
O: 1.975 2.197 -1.703
O: 2.657 4.106 -3.542
H: 2.178 2.222 -4.311
H: 3.908 2.696 -4.414
H: 3.997 2.675 -1.971
H: 3.460 1.069 -2.518
H: 1.750 3.131 -1.821
H: 2.641 4.662 -4.324
C: -5.683 -2.151 2.025
C: -4.326 -1.531 2.111
O: -3.292 -2.468 1.811
O: -6.652 -1.097 2.034
H: -5.872 -2.735 2.943
H: -5.808 -2.837 1.185
H: -4.141 -1.041 3.073
H: -4.247 -0.697 1.406
H: -3.395 -3.151 2.483
H: -7.528 -1.485 1.957
C: 4.115 0.985 0.765
O: 4.624 0.751 2.058
C: 3.984 -0.308 2.764
C: 5.021 -1.392 3.051
N: 5.604 -1.853 1.806
C: 6.780 -2.712 2.021
C: 7.854 -2.418 1.009
O: 8.322 -1.104 1.209
C: 9.242 -0.693 0.226
H: 4.730 1.755 0.305
H: 3.072 1.320 0.814
H: 4.108 0.087 0.132
H: 3.190 -0.742 2.153
H: 3.691 0.140 3.715
H: 4.511 -2.209 3.576
H: 5.730 -0.980 3.784
H: 5.941 -0.978 1.404
H: 6.511 -3.768 1.976
H: 7.202 -2.479 3.007
H: 7.453 -2.612 0.002
H: 8.705 -3.097 1.164
H: 10.017 -1.460 0.068
H: 9.781 0.162 0.632
H: 8.782 -0.471 -0.739
C: -1.205 2.364 -2.815
O: -1.563 2.847 -4.085
C: -0.869 4.004 -4.499
C: -1.500 5.276 -3.978
N: -2.804 5.567 -4.583
C: -2.757 5.722 -6.032
C: -4.025 6.377 -6.552
O: -3.687 7.540 -7.275
C: -4.711 8.505 -7.330
H: -1.821 1.471 -2.683
H: -1.610 2.995 -2.007
H: -0.174 2.156 -2.516
H: -0.829 3.943 -5.588
H: 0.188 4.000 -4.193
H: -0.867 6.173 -3.948
H: -1.721 5.083 -2.919
H: -3.161 6.447 -4.230
H: -2.622 4.744 -6.499
H: -1.912 6.323 -6.408
H: -4.704 6.618 -5.720
H: -4.598 5.707 -7.207
H: -4.312 9.461 -7.648
H: -5.143 8.609 -6.322
H: -5.533 8.174 -7.977
C: -3.531 -4.284 8.139
O: -2.419 -3.870 7.362
C: -2.736 -3.040 6.237
C: -1.535 -3.072 5.283
N: -0.874 -1.776 5.293
C: 0.504 -1.684 4.855
C: 1.521 -2.301 5.812
O: 1.616 -3.703 5.714
C: 2.874 -4.199 6.042
H: -4.460 -3.951 7.665
H: -3.435 -3.901 9.153
H: -3.577 -5.376 8.148
H: -2.905 -2.046 6.668
H: -3.659 -3.391 5.767
H: -2.027 -3.263 4.318
H: -0.873 -3.908 5.513
H: -0.979 -1.319 6.187
H: 0.780 -0.622 4.903
H: 0.663 -1.957 3.811
H: 1.243 -2.032 6.840
H: 2.495 -1.828 5.606
H: 3.259 -3.863 7.019
H: 3.633 -3.957 5.287
H: 2.822 -5.282 6.168

***

Formula: C6H9NO
Source: OMol25
Level of theory: wB97M-V/def2-TZVPD

Summary:
maximum force = 3.9 eV/A
SMILES = C1O[C@H]2CN[C@@H]3[C@H]1[C@@H]32
energy above the lowest of the compared OMol25 structures with the same formula, charge and spin = 7.306 eV

Cartesian coordinates (Å):
C: 1.248 0.710 1.219
C: 0.484 -1.318 0.250
C: -0.833 -0.955 -0.670
C: -1.133 0.384 -1.611
C: 0.041 0.852 0.132
C: -0.618 -0.522 0.709
H: 0.658 0.477 2.313
H: 1.951 1.627 1.230
H: 2.522 -0.475 0.031
H: 0.522 -2.308 0.679
H: -1.316 -1.957 -0.981
H: -0.274 0.398 -2.303
H: -2.120 0.280 -2.238
H: 0.674 0.423 -0.578
H: -1.343 -0.742 1.566
N: 1.709 -0.585 0.690
O: -1.046 1.433 -0.590

***

Formula: C19H18ClN5
Source: OMol25
Level of theory: wB97M-V/def2-TZVPD

Summary:
maximum force = 4.4 eV/A
SMILES = Cn1c(-c2ccc(N3CCNCC3)cc2)cc2c(Cl)cc(C#N)nc21
energy = -1468.69469 Eh

Cartesian coordinates (Å):
N: 3.110 -1.484 -8.476
Cl: -1.543 1.718 -6.102
C: 2.681 -0.969 -7.536
N: 2.206 -0.727 -5.212
C: -0.348 0.709 -3.114
C: 0.342 0.074 -2.152
C: 1.831 -0.505 -6.490
C: 1.363 -0.256 -4.266
C: 0.673 0.366 -6.731
C: 0.138 -1.107 0.046
C: -0.245 1.255 -0.066
C: 0.013 -1.049 1.459
C: -0.761 1.255 1.254
C: -0.211 0.745 -5.698
C: 0.161 0.131 -0.710
C: 0.171 0.406 -4.433
C: -0.518 0.127 2.017
N: 1.464 -0.597 -2.857
N: -1.505 0.879 6.236
N: -0.964 0.171 3.443
C: 2.479 -1.537 -2.302
C: -0.308 0.083 5.957
C: -2.617 0.413 5.350
C: -0.043 -0.440 4.500
C: -2.172 0.809 3.955
H: -1.185 1.338 -2.815
H: 0.373 0.445 -7.734
H: 0.413 -2.035 -0.445
H: -0.392 2.161 -0.583
H: 0.281 -1.920 2.084
H: -1.205 2.124 1.649
H: -1.340 1.868 6.067
H: 3.415 -1.379 -2.710
H: 2.519 -1.276 -1.208
H: 2.217 -2.629 -2.389
H: -0.298 -0.630 6.769
H: 0.501 0.778 6.239
H: -2.779 -0.717 5.470
H: -3.492 0.931 5.659
H: -0.335 -1.507 4.482
H: 1.042 -0.426 4.206
H: -3.039 0.518 3.304
H: -2.087 1.886 3.881

***

no.,molecular weight (Da)
1,834.05
2,111.14
3,351.84